No. 1
9
Properties=species:S:1:pos:R:3:forces:R:3 method="wB97M-V/def2-TZVPD" orbital_gap_ev=11.17 charge=0 lumo_ev=0.44 largest_force_ev_per_a=1.763 smiles=N#CC(N)C#N
N 2.2272 -0.7421 -0.4258 -0.5 0.5 0.3
C 1.2884 -0.2105 -0.0161 1.7 0.1 -0.2
C -0.0371 0.2074 0.4254 -0.2 -0.6 -0.4
N -0.8547 -0.9099 -0.1262 -1.2 0.4 0.4
C -0.4263 1.5625 -0.0685 -0.4 0.4 -0.6
N -0.7471 2.6096 -0.4436 0.4 -1.3 0.5
H -0.0660 0.2985 1.5336 -0.2 -0.5 -0.7
H -0.6071 -1.8219 0.2637 0.1 0.7 0.1
H -0.7773 -0.9938 -1.1424 0.1 0.4 0.5

No. 2
20
Properties=species:S:1:pos:R:3:forces:R:3 method="wB97M-V/def2-TZVPD" orbital_gap_ev=8.26 charge=0 lumo_ev=-0.48 largest_force_ev_per_a=4.074 smiles="C=CCc1ccccc1[Se]Br"
C 1.7306 -2.7214 0.2586 -2.0 1.9 1.1
C 1.1853 -1.7657 1.0397 -1.9 -1.8 -2.6
C -0.3080 -1.3054 0.7820 3.9 0.8 0.8
C -0.2572 0.0914 0.2554 -1.1 1.8 -0.2
C 0.8901 0.5956 -0.4016 -0.6 0.1 1.0
C 0.9544 1.8467 -0.9789 -0.9 0.7 0.3
C -0.1513 2.7097 -0.8995 -1.4 0.2 -0.7
C -1.3439 2.2053 -0.3949 1.6 -2.2 1.6
C -1.4104 0.9112 0.2137 0.6 0.7 -0.4
Se -3.1234 0.3303 0.9431 0.9 0.4 -0.1
Br -3.6313 -0.9568 -0.8884 -0.3 -0.4 -0.3
H 2.7001 -2.9026 0.5434 2.4 -1.1 -0.1
H 1.2327 -3.2073 -0.5636 0.0 -0.2 0.0
H 1.8799 -1.3184 1.7100 -0.2 0.6 0.9
H -0.8872 -1.5381 1.6479 -0.7 0.4 0.4
H -0.6743 -1.7615 -0.0837 -0.6 -1.8 -1.0
H 1.8082 0.0608 -0.2859 0.3 -0.5 -0.4
H 1.8826 2.1390 -1.4174 0.4 0.4 -0.2
H -0.3304 3.7494 -1.2732 1.3 -1.0 0.1
H -2.1465 2.8378 -0.2067 -1.5 1.0 -0.3

No. 3
39
Properties=species:S:1:pos:R:3:forces:R:3 method="wB97M-V/def2-TZVPD" orbital_gap_ev="0.73 / 7.29" charge=-2 multiplicity=8 lumo_ev="3.70 / 5.14" largest_force_ev_per_a=1.867
Gd 0.0841 -0.5642 0.3261 0.1 -0.3 -0.1
C 2.2002 0.2457 1.7325 0.3 0.4 -0.6
C 2.7480 -0.5534 0.6792 0.1 0.5 -0.2
C 2.5000 0.1143 -0.5606 0.5 0.5 0.9
H 3.2999 -1.4886 0.8019 -0.4 0.3 -0.1
C 1.8047 1.3247 -0.2803 0.5 -0.4 0.5
C 1.6370 1.4149 1.1392 0.6 -0.3 0.0
H 1.1894 2.2400 1.6913 0.0 -0.3 -0.2
H 2.2337 0.0259 2.8037 -0.1 0.0 -0.5
H 2.8589 -0.1888 -1.5424 -0.3 -0.1 0.3
H 1.5049 2.0557 -1.0273 0.0 -0.1 0.3
C -2.4055 0.0553 1.0697 -0.2 0.2 -0.4
C -1.5936 1.1641 1.4517 -0.4 0.2 -0.7
C -1.1517 1.8045 0.2557 -0.6 -0.1 0.1
H -1.3580 1.4779 2.4718 -0.1 -0.1 -0.4
C -1.6276 1.0629 -0.8602 -0.5 0.2 0.6
C -2.4280 -0.0126 -0.3576 0.0 0.4 0.4
H -3.0163 -0.6964 -0.9698 0.3 0.1 0.3
H -2.9348 -0.6098 1.7546 0.3 0.1 -0.3
H -0.5872 2.7330 0.1962 0.0 -0.4 0.0
H -1.5001 1.3347 -1.9064 0.1 -0.1 0.3
O 0.5735 -2.0522 -1.0602 -0.5 0.5 -1.7
C -0.3627 -0.3392 -4.1585 0.4 -0.4 1.3
C 0.3148 -1.6071 -3.7614 0.7 -0.9 -0.3
C 0.4209 0.9016 -4.3078 0.4 0.6 -0.1
C -1.8105 -0.3171 -4.4371 -0.7 0.1 0.0
C 0.4454 -2.5132 -2.3847 -0.2 0.2 1.1
H 1.3608 -1.5197 -4.1132 -0.3 0.0 0.1
H -0.1712 -2.3592 -4.4151 0.3 -0.2 0.1
H -0.4155 -3.1934 -2.3480 0.0 -0.1 -0.6
H 1.3655 -3.1032 -2.5422 -0.3 0.0 -0.6
H 0.4219 1.2947 -5.3441 -0.1 -0.1 0.2
H 1.4791 0.7743 -4.0281 -0.4 0.0 0.0
H 0.0010 1.7140 -3.6827 0.2 -0.1 -0.2
H -2.0687 -0.5260 -5.4909 0.2 0.1 0.0
H -2.2379 0.6724 -4.2112 0.0 -0.2 0.0
H -2.3634 -1.0696 -3.8591 0.1 0.1 0.0
N -0.6432 -3.1367 2.8300 0.1 0.9 -0.5
C -0.4254 -2.2028 2.1589 0.0 -1.0 0.9

No. 4
15
Properties=species:S:1:pos:R:3:forces:R:3 method="wB97M-V/def2-TZVPD" orbital_gap_ev=10.07 charge=0 lumo_ev=0.12 largest_force_ev_per_a=3.948 smiles="N=P(N)(F)F.C=NP(F)F"
N 1.1255 -0.8195 1.8113 -2.5 -0.8 1.5
P 1.0562 -1.3045 0.3637 3.5 -1.7 -0.7
N -0.2270 -1.8088 -0.4480 -2.1 -0.3 0.0
F 2.1125 -2.5460 0.0256 -1.3 1.6 0.7
F 1.8221 -0.3260 -0.5754 0.2 0.1 0.0
H 0.3601 -1.0753 2.5396 2.1 0.5 -1.9
H -0.3489 -1.8640 -1.5134 0.1 0.3 2.7
H -1.0106 -1.6612 0.2491 0.5 -0.4 -2.3
C -0.7493 1.5974 0.8887 -0.4 -1.2 0.0
N -0.3260 1.0442 -0.1816 -0.6 1.2 1.0
P -0.0011 1.9163 -1.5968 -1.3 -0.4 -0.4
F -1.4645 2.6151 -1.6720 0.7 0.2 -0.1
F -0.4057 0.7071 -2.5932 0.5 0.5 0.3
H -0.8689 2.7275 1.0155 0.0 -1.6 0.1
H -1.0744 0.7977 1.6869 0.7 2.2 -0.9